Entry 1:
C17H31F6N2PRhS2Sb as an isolated structure, computed with wB97M-V/def2-TZVPD.

Positions of all 61 atoms, in Å:
1 Rh -0.23 0.57 -1.02
2 S -0.94 -1.46 -2.11
3 C 0.37 -2.34 -2.87
4 N 0.81 -3.51 -2.52
5 C 1.88 -4.09 -3.34
6 C 2.03 -3.19 -4.58
7 S 1.01 -1.71 -4.32
8 H 0.56 -3.93 -1.63
9 H 1.61 -5.11 -3.60
10 H 2.79 -4.11 -2.73
11 H 1.68 -3.66 -5.49
12 H 3.05 -2.86 -4.73
13 C 2.40 4.47 -0.31
14 C 1.16 4.42 0.32
15 C 0.33 3.35 0.07
16 N 0.68 2.35 -0.76
17 C 1.87 2.41 -1.38
18 C 2.75 3.46 -1.19
19 H 3.08 5.29 -0.11
20 H 0.83 5.20 0.98
21 H -0.66 3.29 0.50
22 H 2.12 1.59 -2.05
23 H 3.69 3.46 -1.71
24 C -1.26 0.73 3.68
25 C -0.56 1.13 2.37
26 C 0.95 0.91 2.46
27 P -1.40 0.35 0.95
28 C -1.85 -1.41 1.13
29 C -0.61 -2.21 1.55
30 C -3.05 -1.67 2.06
31 C -2.74 1.44 0.35
32 C -2.74 1.30 -1.17
33 C -4.14 1.30 0.96
34 H -0.80 1.33 4.47
35 H -1.10 -0.32 3.93
36 H -2.33 0.94 3.70
37 H -0.75 2.19 2.19
38 H 1.18 -0.10 2.79
39 H 1.34 1.60 3.21
40 H 1.47 1.10 1.53
41 H -2.15 -1.71 0.12
42 H -0.38 -2.06 2.60
43 H 0.28 -1.98 0.96
44 H -0.84 -3.27 1.42
45 H -2.97 -1.17 3.02
46 H -3.06 -2.74 2.24
47 H -4.00 -1.40 1.60
48 H -2.37 2.45 0.58
49 H -3.15 0.35 -1.53
50 H -1.70 1.43 -1.62
51 H -3.25 2.12 -1.68
52 H -4.67 0.46 0.53
53 H -4.70 2.21 0.75
54 H -4.11 1.18 2.04
55 F 1.50 -0.20 -0.51
56 Sb 3.41 -1.27 -0.34
57 F 4.10 0.44 -0.61
58 F 3.22 -0.94 1.48
59 F 4.96 -2.25 -0.34
60 F 2.25 -2.75 -0.12
61 F 3.10 -1.41 -2.20

For the LUMO energy (alpha / beta), the calculation gives -11.601 / -13.750 eV. As for the HOMO-LUMO gap (alpha / beta): 7.3 / 5.1 eV. The energy above the lowest of the compared OMol25 structures with the same formula, charge and spin comes out at 41.08 kJ/mol. As for the net charge: +3. The multiplicity is 2. The electronic energy comes out at -2862.65772 hartree.

---

Entry 2:
An isolated ion of composition C6H15N2 and charge +1 in a non-equilibrium geometry, computed with wB97M-V/def2-TZVPD.

Positions of all 23 atoms, in Å:
1 C 0.23 -0.96 -0.36
2 C 1.60 -0.05 -0.51
3 C 2.66 -0.54 0.35
4 C -2.39 -0.35 -0.83
5 C -0.56 1.35 -0.13
6 C -1.24 -0.01 0.06
7 N -1.41 -0.31 1.49
8 N 0.94 1.21 0.01
9 H 0.11 -1.54 -1.25
10 H 0.32 -1.63 0.59
11 H 3.01 0.39 0.88
12 H 2.37 -1.14 1.07
13 H 3.55 -0.98 -0.13
14 H -1.91 -0.50 -1.77
15 H -2.82 -1.31 -0.57
16 H -3.18 0.35 -1.03
17 H -0.77 1.73 -1.16
18 H -0.93 1.99 0.67
19 H -1.82 -1.30 1.51
20 H -2.15 0.30 1.98
21 H 1.07 1.16 1.02
22 H 1.38 2.14 -0.38
23 H 1.94 0.00 -1.52

For the LUMO energy, the calculation gives -3.134 eV. As for the HOMO-LUMO gap: 10.4 eV. The energy above the lowest of the compared OMol25 structures with the same formula, charge and spin comes out at 255.05 kJ/mol. As for the net charge: +1. As for the SMILES: C[C@H]1C[C@@](C)(N)C[NH2+]1. The electronic energy comes out at -346.81543 hartree.

---

Entry 3:
One molecule with the formula C5H8O, computed with wB97M-V/def2-TZVPD.

Positions of all 14 atoms, in Å:
1 C -0.31 -1.60 0.33
2 C -0.13 -0.28 -0.39
3 C -0.72 0.90 0.38
4 O -0.38 2.11 -0.30
5 C 1.81 1.26 -0.78
6 C 1.33 0.05 -0.65
7 H 0.24 -1.56 1.28
8 H 0.10 -2.41 -0.27
9 H -1.37 -1.79 0.53
10 H -0.63 -0.30 -1.37
11 H -1.82 0.82 0.42
12 H -0.35 0.88 1.42
13 H 0.22 2.65 0.24
14 H 2.06 -0.77 -0.72

For the LUMO energy, the calculation gives 0.386 eV. As for the HOMO-LUMO gap: 10.2 eV. The energy above the lowest of the compared OMol25 structures with the same formula, charge and spin comes out at 387.97 kJ/mol. As for the net charge: 0. The electronic energy comes out at -270.41012 hartree.

---

Entry 4:
A 2-piece molecular cluster, C29H32N2O5S overall in a non-equilibrium geometry, computed with wB97M-V/def2-TZVPD.

Positions of all 69 atoms, in Å:
1 C 3.96 2.05 2.48
2 C 3.53 0.63 2.69
3 O 2.08 0.65 2.59
4 C 1.51 -0.58 2.49
5 C 0.08 -0.51 2.82
6 O -0.72 -1.55 2.71
7 C -0.46 -2.65 1.74
8 S -0.63 1.22 2.41
9 C -2.43 1.02 2.47
10 C -3.22 1.51 1.43
11 C -4.61 1.35 1.50
12 C -5.19 0.71 2.60
13 C -4.37 0.24 3.64
14 C -2.98 0.38 3.57
15 O -0.27 2.20 3.41
16 O -0.31 1.39 1.00
17 O 2.09 -1.57 2.03
18 H 5.01 2.16 2.79
19 H 3.88 2.32 1.43
20 H 3.34 2.74 3.07
21 H 3.96 -0.04 1.93
22 H 3.82 0.27 3.68
23 H -1.37 -3.25 1.83
24 H -0.34 -2.26 0.73
25 H 0.44 -3.20 2.05
26 H -2.75 2.00 0.58
27 H -5.23 1.73 0.68
28 H -6.27 0.55 2.64
29 H -4.82 -0.24 4.51
30 H -2.34 0.00 4.36
31 C 6.70 -3.63 -1.49
32 N 5.98 -4.64 -0.74
33 C 5.95 -5.93 -1.38
34 C 5.24 -4.39 0.37
35 C 4.20 -5.28 0.77
36 C 3.39 -4.96 1.86
37 C 3.66 -3.85 2.70
38 C 2.86 -3.58 3.86
39 C 2.30 -4.57 4.67
40 C 1.67 -4.33 5.98
41 C 1.68 -3.24 6.84
42 C 1.09 -3.39 8.12
43 C 0.49 -4.61 8.52
44 C 0.51 -5.72 7.66
45 C 1.11 -5.55 6.42
46 N 1.47 -6.53 5.48
47 C 1.10 -7.93 5.54
48 C 2.22 -5.99 4.49
49 C 4.72 -2.98 2.28
50 C 5.50 -3.26 1.17
51 H 6.76 -2.68 -0.96
52 H 7.73 -3.99 -1.67
53 H 6.22 -3.45 -2.46
54 H 5.88 -6.73 -0.62
55 H 5.08 -6.03 -2.06
56 H 6.87 -6.06 -1.96
57 H 3.98 -6.16 0.17
58 H 2.52 -5.58 2.06
59 H 2.76 -2.55 4.23
60 H 2.14 -2.31 6.51
61 H 1.08 -2.56 8.82
62 H 0.04 -4.69 9.51
63 H 0.12 -6.70 7.95
64 H 0.50 -8.10 6.44
65 H 0.52 -8.21 4.65
66 H 2.00 -8.56 5.58
67 H 2.64 -6.63 3.72
68 H 4.93 -2.10 2.88
69 H 6.30 -2.56 0.89

For the LUMO energy, the calculation gives -1.977 eV. As for the HOMO-LUMO gap: 3.0 eV. The energy above the lowest of the compared OMol25 structures with the same formula, charge and spin comes out at 698.04 kJ/mol. As for the net charge: 0. The electronic energy comes out at -2007.97213 hartree.

---

Entry 5:
C33H50CrGe2N3O2S as an isolated structure in a non-equilibrium geometry, computed with wB97M-V/def2-TZVPD.

Positions of all 92 atoms, in Å:
1 Cr 0.10 0.55 -0.11
2 C 0.64 2.11 4.52
3 C -0.46 1.36 3.75
4 Ge -0.77 2.08 1.90
5 C -0.82 4.08 1.99
6 C -1.40 4.67 3.25
7 C -2.73 1.72 1.75
8 C -3.15 0.41 1.73
9 Ge -2.17 -0.68 0.43
10 C -2.08 -2.62 1.07
11 C -1.62 -2.69 2.53
12 C -3.48 -1.07 -1.12
13 C -4.58 -0.06 -1.29
14 C -4.08 -0.25 2.64
15 C -4.82 -1.43 2.29
16 C -5.61 -2.10 3.22
17 C -5.75 -1.60 4.47
18 C -5.26 -0.33 4.76
19 C -4.35 0.32 3.89
20 H 1.51 1.43 4.63
21 H 0.34 2.36 5.56
22 H 1.02 3.04 3.99
23 H -1.43 1.38 4.29
24 H -0.17 0.25 3.53
25 H -1.32 4.27 1.05
26 H 0.26 4.34 1.92
27 H -2.54 4.58 3.23
28 H -1.28 5.77 3.23
29 H -1.07 4.20 4.18
30 H -3.48 2.46 1.53
31 H -1.28 -3.03 0.40
32 H -2.99 -3.19 0.91
33 H -1.84 -3.64 3.03
34 H -2.09 -1.92 3.21
35 H -0.52 -2.52 2.55
36 H -3.90 -2.12 -0.94
37 H -2.85 -1.15 -2.03
38 H -5.34 -0.03 -0.49
39 H -5.12 -0.19 -2.25
40 H -4.20 0.98 -1.27
41 H -4.75 -1.81 1.31
42 H -6.11 -3.02 2.92
43 H -6.48 -2.07 5.18
44 H -5.54 0.26 5.65
45 H -3.85 1.28 4.14
46 C 3.96 -5.87 -2.62
47 C 4.46 -4.55 -2.13
48 C 4.21 -4.19 -0.67
49 C 2.76 -4.02 -0.23
50 N 1.95 -3.35 -1.25
51 C 1.48 -2.01 -1.27
52 S 1.71 -0.98 0.13
53 N 0.88 -1.52 -2.42
54 C 0.65 -0.10 -2.67
55 C 0.28 0.21 -4.07
56 C 1.45 0.14 -5.06
57 C 1.87 -1.27 -5.47
58 H 4.73 -6.33 -3.27
59 H 3.01 -5.87 -3.20
60 H 3.80 -6.51 -1.72
61 H 4.08 -3.70 -2.73
62 H 5.58 -4.53 -2.34
63 H 4.79 -3.36 -0.36
64 H 4.60 -5.06 -0.07
65 H 2.59 -3.41 0.67
66 H 2.29 -5.00 -0.02
67 H 1.62 -3.91 -2.02
68 H 0.82 -2.08 -3.24
69 H 1.58 0.50 -2.36
70 H -0.27 0.28 -2.08
71 H -0.11 1.20 -3.94
72 H -0.60 -0.40 -4.36
73 H 2.33 0.64 -4.62
74 H 1.21 0.67 -6.01
75 H 2.31 -1.77 -4.56
76 H 2.55 -1.29 -6.30
77 H 0.94 -1.80 -5.69
78 O 2.40 2.26 1.54
79 C 2.12 2.72 0.45
80 N 0.93 2.40 -0.28
81 C 0.92 3.25 -1.42
82 O 0.17 3.28 -2.40
83 C 2.16 4.08 -1.38
84 C 2.67 5.00 -2.28
85 C 3.87 5.61 -2.06
86 C 4.68 5.21 -0.99
87 C 4.20 4.26 -0.09
88 C 2.90 3.68 -0.29
89 H 2.07 5.24 -3.16
90 H 4.31 6.31 -2.77
91 H 5.67 5.66 -0.82
92 H 4.80 3.90 0.76

For the LUMO energy (alpha / beta), the calculation gives -3.980 / -4.594 eV. As for the HOMO-LUMO gap (alpha / beta): 6.5 / 5.5 eV. As for the net charge: +1. The multiplicity is 5. The electronic energy comes out at -7198.33500 hartree.

---

Entry 6:
A 2-piece molecular cluster, C4H8FINO overall in a non-equilibrium geometry, computed with wB97M-V/def2-TZVPD.

Positions of all 16 atoms, in Å:
1 C -0.20 -1.42 -1.16
2 C -0.34 1.67 -1.21
3 C -0.90 -0.64 -0.33
4 C 1.73 0.27 2.53
5 N -1.07 0.71 -0.44
6 O -0.07 -2.73 -0.97
7 F 1.80 0.50 1.24
8 I -0.09 0.32 3.45
9 H 0.40 -0.92 -1.94
10 H -0.97 2.28 -1.94
11 H 0.19 2.46 -0.55
12 H 0.30 1.04 -1.77
13 H -1.32 -1.02 0.47
14 H 2.68 -0.24 2.79
15 H -1.40 1.01 0.46
16 H -0.75 -3.29 -0.62

For the LUMO energy (alpha / beta), the calculation gives -3.088 / -6.730 eV. As for the HOMO-LUMO gap (alpha / beta): 10.6 / 4.6 eV. The energy above the lowest of the compared OMol25 structures with the same formula, charge and spin comes out at 251.69 kJ/mol. As for the net charge: +1. The electronic energy comes out at -684.34984 hartree.

---

Entry 7:
An isolated ion of composition C18H25 and charge +1 in a non-equilibrium geometry, computed with wB97M-V/def2-TZVPD.

Positions of all 43 atoms, in Å:
1 C 2.49 1.23 2.60
2 C 1.96 0.53 1.34
3 C 0.63 -0.28 1.58
4 C 0.58 -1.70 1.43
5 C 1.79 -2.58 1.27
6 C -0.67 -2.34 1.35
7 C -1.86 -1.67 1.63
8 C -3.21 -2.32 1.36
9 C -1.75 -0.34 1.99
10 C -0.54 0.34 2.03
11 C -0.54 1.76 2.54
12 H 3.57 1.00 2.62
13 H 2.31 2.32 2.75
14 H 2.11 0.72 3.49
15 H 2.73 -0.26 1.09
16 H 1.46 -3.59 1.01
17 H 2.43 -2.27 0.45
18 H 2.39 -2.57 2.20
19 H -0.71 -3.35 0.97
20 H -4.03 -1.62 1.59
21 H -3.35 -2.72 0.35
22 H -3.38 -3.16 2.04
23 H -2.67 0.22 2.15
24 H -1.58 2.10 2.67
25 H 0.02 1.80 3.48
26 H -0.08 2.44 1.82
27 C 4.67 1.09 -0.13
28 C 4.89 2.58 0.20
29 C 3.66 3.26 -0.53
30 C 3.59 2.40 -1.81
31 C 3.43 1.06 -1.00
32 C 2.20 1.35 0.06
33 C 2.48 2.78 0.22
34 H 5.52 0.71 -0.69
35 H 4.65 0.49 0.77
36 H 5.01 2.75 1.29
37 H 5.80 2.94 -0.28
38 H 3.82 4.33 -0.65
39 H 2.72 2.60 -2.43
40 H 4.49 2.42 -2.46
41 H 3.36 0.16 -1.59
42 H 1.28 1.06 -0.49
43 H 1.92 3.34 0.96

For the LUMO energy, the calculation gives -5.928 eV. As for the HOMO-LUMO gap: 5.6 eV. The energy above the lowest of the compared OMol25 structures with the same formula, charge and spin comes out at 6.28 kJ/mol. As for the net charge: +1. The electronic energy comes out at -700.53915 hartree.

---

Entry 8:
A 7-piece molecular cluster, C35H28F56O7 overall in a non-equilibrium geometry, computed with wB97M-V/def2-TZVPD.

Positions of all 126 atoms, in Å:
1 C -7.06 4.86 -2.37
2 C -6.71 5.28 -0.90
3 C -7.10 6.70 -0.59
4 F -6.27 7.55 -1.02
5 F -8.33 6.98 -0.98
6 F -7.38 4.39 -0.15
7 F -5.37 4.96 -0.67
8 O -5.92 5.10 -3.21
9 C -6.31 5.40 -4.64
10 C -5.05 5.35 -5.34
11 F -5.17 5.48 -6.63
12 F -4.23 6.28 -4.79
13 F -7.16 4.43 -4.99
14 F -7.04 6.54 -4.82
15 H -7.85 5.49 -2.79
16 H -7.36 3.83 -2.57
17 H -7.21 6.93 0.47
18 H -4.46 4.48 -5.06
19 C 3.87 3.57 8.42
20 C 2.60 3.62 7.51
21 C 1.64 4.80 7.80
22 F 2.13 5.97 7.45
23 F 0.60 4.60 6.95
24 F 2.95 3.88 6.27
25 F 1.90 2.52 7.56
26 O 3.65 4.08 9.78
27 C 3.69 3.26 10.89
28 C 3.05 4.16 12.06
29 F 1.86 4.53 11.79
30 F 2.97 3.52 13.23
31 F 3.01 2.11 10.62
32 F 4.93 2.97 11.18
33 H 4.41 4.43 8.04
34 H 4.31 2.58 8.33
35 H 1.05 4.83 8.71
36 H 3.57 5.08 12.33
37 C -8.18 -4.81 -1.83
38 C -7.83 -6.34 -1.68
39 C -6.38 -6.63 -1.11
40 F -6.07 -7.88 -0.96
41 F -5.52 -6.21 -2.08
42 F -8.72 -6.88 -0.91
43 F -8.05 -6.83 -2.92
44 O -7.80 -4.14 -0.57
45 C -8.25 -2.80 -0.28
46 C -7.58 -1.79 -1.21
47 F -7.67 -2.12 -2.46
48 F -8.17 -0.61 -1.15
49 F -9.58 -2.70 -0.30
50 F -7.90 -2.55 0.98
51 H -9.26 -4.75 -1.99
52 H -7.68 -4.42 -2.72
53 H -6.11 -5.99 -0.27
54 H -6.52 -1.63 -0.98
55 C 5.60 -6.35 5.34
56 C 5.90 -4.86 4.83
57 C 7.32 -4.29 5.21
58 F 7.75 -4.74 6.42
59 F 8.17 -4.58 4.31
60 F 5.53 -4.75 3.61
61 F 5.02 -4.09 5.51
62 O 4.30 -6.84 5.19
63 C 3.90 -7.89 6.10
64 C 2.58 -8.08 5.56
65 F 2.57 -8.41 4.26
66 F 1.76 -8.95 6.19
67 F 4.60 -8.98 6.03
68 F 4.01 -7.26 7.33
69 H 5.87 -6.48 6.39
70 H 6.25 -7.06 4.85
71 H 7.09 -3.22 5.17
72 H 1.94 -7.21 5.40
73 C 0.90 1.72 1.41
74 C -0.59 2.33 1.10
75 C -1.51 1.46 0.09
76 F -1.09 1.27 -1.11
77 F -1.77 0.20 0.42
78 F -1.44 2.32 2.18
79 F -0.49 3.62 0.70
80 O 1.49 0.91 0.38
81 C 2.53 0.02 0.81
82 C 3.82 0.63 1.55
83 F 3.58 1.30 2.75
84 F 4.80 -0.22 1.63
85 F 1.91 -0.84 1.55
86 F 2.87 -0.44 -0.44
87 H 0.79 1.31 2.41
88 H 1.43 2.67 1.42
89 H -2.44 2.03 -0.01
90 H 4.26 1.33 0.85
91 C 2.02 -3.68 -6.24
92 C 3.42 -3.80 -5.65
93 C 3.96 -2.46 -5.46
94 F 5.18 -2.32 -4.82
95 F 4.02 -1.93 -6.72
96 F 3.27 -4.38 -4.37
97 F 4.26 -4.52 -6.39
98 O 2.02 -3.29 -7.67
99 C 0.79 -2.88 -8.23
100 C 0.87 -3.24 -9.80
101 F -0.20 -3.22 -10.49
102 F 1.81 -2.45 -10.30
103 F -0.07 -3.83 -8.01
104 F 0.37 -1.69 -7.86
105 H 1.39 -3.07 -5.59
106 H 1.69 -4.70 -6.08
107 H 3.30 -1.74 -4.97
108 H 1.35 -4.22 -9.79
109 C 2.89 3.46 -4.02
110 C 4.11 3.31 -3.05
111 C 5.25 4.24 -3.34
112 F 5.70 4.13 -4.56
113 F 4.98 5.59 -3.21
114 F 3.70 3.73 -1.78
115 F 4.57 2.05 -2.92
116 O 2.10 2.28 -4.36
117 C 0.99 2.39 -5.25
118 C 1.47 2.61 -6.77
119 F 0.42 2.60 -7.63
120 F 2.31 3.67 -7.01
121 F 0.32 1.25 -5.18
122 F 0.20 3.37 -4.78
123 H 3.30 3.73 -4.99
124 H 2.15 4.20 -3.72
125 H 6.05 4.06 -2.62
126 H 1.97 1.72 -7.14

For the LUMO energy, the calculation gives 0.197 eV. As for the HOMO-LUMO gap: 11.5 eV. The energy above the lowest of the compared OMol25 structures with the same formula, charge and spin comes out at 395.57 kJ/mol. As for the net charge: 0. As for the SMILES: FC(F)C(F)(F)COC(F)(F)C(F)F.FC(F)C(F)(F)COC(F)(F)C(F)F.FC(F)C(F)(F)COC(F)(F)C(F)F.FC(F)C(F)(F)COC(F)(F)C(F)F.FC(F)C(F)(F)COC(F)(F)C(F)F.FC(F)C(F)(F)COC(F)(F)C(F)F.FC(F)C(F)(F)COC(F)(F)C(F)F. The electronic energy comes out at -7469.37434 hartree.

---

Entry 9:
One molecule with the formula C14H21F5O in a non-equilibrium geometry, computed with wB97M-V/def2-TZVPD.

Positions of all 41 atoms, in Å:
1 O 2.67 0.74 -2.65
2 F -0.09 3.39 -4.82
3 F 1.21 3.49 -3.02
4 F -0.75 2.60 -2.92
5 F -0.09 0.55 -4.71
6 F 1.87 1.50 -5.10
7 C 1.49 0.59 -2.94
8 C -3.66 0.38 0.33
9 C -2.65 1.62 2.17
10 C -3.23 -0.75 2.50
11 C 0.34 2.71 -3.74
12 C 0.66 -0.50 -2.18
13 C 0.91 1.31 -4.15
14 C 0.35 -1.83 0.00
15 C 1.11 0.56 0.14
16 C -1.09 -1.41 0.29
17 C -0.36 1.04 0.38
18 C 1.16 -0.73 -0.73
19 C -1.19 -0.09 1.07
20 C -2.65 0.28 1.49
21 H -3.19 0.94 -0.51
22 H -3.96 -0.63 -0.02
23 H -4.57 0.92 0.63
24 H -1.85 1.74 2.95
25 H -2.58 2.40 1.43
26 H -3.59 1.73 2.71
27 H -3.35 -1.72 2.02
28 H -2.54 -0.90 3.35
29 H -4.18 -0.43 2.92
30 H -0.36 -0.19 -2.19
31 H 0.69 -1.40 -2.78
32 H 0.34 -2.74 -0.63
33 H 0.79 -2.10 0.96
34 H 1.73 1.35 -0.25
35 H 1.55 0.32 1.11
36 H -1.55 -2.26 0.84
37 H -1.59 -1.35 -0.69
38 H -0.82 1.36 -0.55
39 H -0.35 1.91 1.05
40 H 2.21 -1.07 -0.80
41 H -0.69 -0.27 2.04

For the LUMO energy, the calculation gives 0.117 eV. As for the HOMO-LUMO gap: 10.6 eV. The energy above the lowest of the compared OMol25 structures with the same formula, charge and spin comes out at 0.00 kJ/mol. As for the net charge: 0. As for the SMILES: CC(C)(C)[C@H]1CC[C@@H](CC(=O)C(F)(F)C(F)(F)F)CC1. The electronic energy comes out at -1120.64110 hartree.